[1]
The following is a DFT calculation (ωB97M-V/def2-TZVPD) of an isolated molecule of C19H22ClNO2.

The geometry in ORCA input format:
```
! RIJCOSX wB97M-V def2-TZVPD def2/J DEFGRID3
* xyz 0 1
C -4.853 -0.168 -0.305
C -4.554 -1.383 0.563
C -3.092 -1.418 0.996
O -2.296 -1.589 -0.163
C -0.954 -1.552 -0.056
C -0.244 -1.455 1.139
C 1.136 -1.392 1.128
C 1.850 -1.424 -0.066
C 3.315 -1.282 -0.184
O 3.887 -1.489 -1.236
C 4.112 -0.798 1.013
C 4.257 0.743 0.980
N 3.057 1.460 1.313
C 1.984 1.600 0.457
C 2.105 1.603 -0.932
C 0.989 1.752 -1.731
C -0.286 1.910 -1.204
C -1.499 2.012 -2.073
C -0.383 1.945 0.183
Cl -1.934 2.148 0.924
C 0.714 1.801 1.005
C 1.128 -1.566 -1.258
C -0.241 -1.626 -1.259
H -4.624 0.750 0.231
H -4.250 -0.201 -1.208
H -5.902 -0.152 -0.590
H -5.176 -1.365 1.460
H -4.776 -2.296 0.008
H -2.925 -2.252 1.692
H -2.827 -0.478 1.495
H -0.761 -1.421 2.085
H 1.644 -1.324 2.078
H 3.672 -1.106 1.960
H 5.113 -1.224 0.932
H 4.600 1.045 -0.011
H 5.023 1.034 1.705
H 2.781 1.356 2.280
H 3.067 1.469 -1.399
H 1.108 1.732 -2.804
H -2.045 2.933 -1.868
H -2.171 1.178 -1.873
H -1.220 1.995 -3.122
H 0.587 1.823 2.077
H 1.681 -1.607 -2.184
H -0.798 -1.720 -2.178
*
```

LUMO energy = 0.0129 Eh
E_HOMO = -7.711 eV
Structure (SMILES) = CCCOc1ccc(C(=O)CCNc2ccc(C)c(Cl)c2)cc1
E = -1402.6498 hartree
Relative energy (zero: lowest compared OMol25 entry of this formula, charge and spin) = 58.5 kJ/mol



[2]
The following is a DFT calculation (ωB97M-V/def2-TZVPD) of a structure of composition C19H22FN3O2 in a non-equilibrium geometry.

The geometry in ORCA input format:
```
! RIJCOSX wB97M-V def2-TZVPD def2/J DEFGRID3
* xyz 0 1
C 3.662 -0.149 -4.533
H 3.705 0.959 -4.711
H 4.452 -0.713 -4.516
H 2.994 -0.509 -5.437
O 2.912 -0.032 -3.514
C 2.682 -1.395 -2.933
C 3.099 -2.569 -3.513
C 2.469 -3.882 -3.145
C 1.821 -3.943 -1.947
C 1.488 -2.683 -1.191
C 1.861 -1.700 -1.731
N 1.429 -0.466 -1.163
C 1.216 1.110 -1.761
C 0.172 1.614 -0.853
N 0.567 1.914 0.362
C -0.030 2.831 1.272
C -1.576 2.556 1.437
O -2.383 2.676 0.594
N -1.987 1.593 2.540
C -2.936 0.989 3.039
C -2.992 0.353 4.066
C -3.946 -0.410 4.715
C -5.294 -0.317 4.019
C -5.188 0.418 2.880
C -4.409 0.999 2.080
H -4.352 1.673 1.374
F -6.445 0.761 2.091
H -6.288 -0.815 4.349
H -3.914 -0.810 5.628
H -2.012 0.326 4.787
H -1.118 1.431 3.105
H -0.210 3.809 0.550
H 0.285 2.956 2.232
C 0.850 0.718 1.074
C 1.921 -0.128 0.319
H 1.979 -1.341 0.878
H 2.690 0.413 0.257
H 1.316 0.707 2.347
H -0.108 -0.043 1.137
H 0.157 2.514 -1.348
H -0.706 1.226 -0.779
H 1.136 0.621 -2.590
H 2.283 1.517 -1.739
H 1.036 -2.651 -0.305
H 1.576 -4.941 -1.528
H 2.693 -4.677 -3.473
H 3.443 -2.513 -4.427
*
```

LUMO energy = 0.0080 Eh
E_HOMO = -7.899 eV
E = -1151.0998 hartree
Relative energy (zero: lowest compared OMol25 entry of this formula, charge and spin) = 1978.5 kJ/mol



[3]
The following is a DFT calculation (ωB97M-V/def2-TZVPD) of an isolated molecule of C19H22FN5O2.

The geometry in ORCA input format:
```
! RIJCOSX wB97M-V def2-TZVPD def2/J DEFGRID3
* xyz 0 1
C 0.566 -3.813 -6.041
C 0.883 -3.399 -4.641
C 0.167 -3.873 -3.541
N 0.446 -3.498 -2.307
C 1.438 -2.630 -2.134
C 1.720 -2.193 -0.720
N 0.509 -1.727 -0.081
C -0.272 -0.799 -0.655
O -0.011 -0.247 -1.707
C -1.503 -0.462 0.177
C -1.096 0.216 1.508
C -1.230 -0.829 2.610
O -0.657 -1.905 2.513
N -1.988 -0.540 3.674
C -2.676 0.712 3.868
C -1.906 1.796 3.127
N -1.868 1.430 1.727
C -1.484 2.531 0.847
C -0.060 3.007 1.010
C 0.965 2.478 0.231
C 2.279 2.872 0.419
C 2.597 3.811 1.385
C 1.595 4.370 2.158
C 0.291 3.960 1.958
F -0.679 4.533 2.716
C 2.158 -2.161 -3.228
N 1.887 -2.548 -4.462
H 1.293 -3.379 -6.720
H -0.430 -3.468 -6.315
H 0.585 -4.898 -6.130
H -0.649 -4.575 -3.653
H 2.473 -1.395 -0.736
H 2.102 -3.037 -0.143
H 0.224 -2.115 0.814
H -2.148 0.202 -0.394
H -2.054 -1.382 0.378
H -0.012 0.446 1.473
H -2.091 -1.271 4.364
H -2.724 0.934 4.936
H -3.696 0.653 3.470
H -2.423 2.751 3.229
H -0.900 1.893 3.571
H -1.625 2.208 -0.185
H -2.178 3.351 1.051
H 0.724 1.764 -0.542
H 3.056 2.445 -0.197
H 3.621 4.119 1.531
H 1.807 5.118 2.906
H 2.973 -1.458 -3.117
*
```

LUMO energy = 0.0251 Eh
E_HOMO = -8.927 eV
Structure (SMILES) = Cc1cnc(CNC(=O)C[C@@H]2C(=O)NCCN2Cc2ccccc2F)cn1
E = -1261.3947 hartree
Relative energy (zero: lowest compared OMol25 entry of this formula, charge and spin) = 46.3 kJ/mol



[4]
The following is a DFT calculation (ωB97M-V/def2-TZVPD) of a structure of composition C19H22GeMnN3SSe2 in a non-equilibrium geometry.

The geometry in ORCA input format:
```
! RIJCOSX wB97M-V def2-TZVPD def2/J DEFGRID3
* xyz -1 2
Mn 0.476 -0.151 0.392
Se -1.862 1.626 0.777
Se -1.429 -1.723 2.699
C -1.921 -1.941 0.908
C -3.104 -2.641 0.563
C -3.471 -2.808 -0.746
C -2.656 -2.284 -1.755
C -1.535 -1.597 -1.365
N -1.171 -1.404 -0.087
C -0.529 1.736 2.163
C -0.727 2.479 3.330
C 0.304 2.590 4.236
C 1.527 1.976 3.976
C 1.654 1.233 2.822
N 0.647 1.100 1.955
H -3.704 -3.031 1.372
H -4.387 -3.332 -0.996
H -2.891 -2.396 -2.805
H -0.862 -1.181 -2.102
H -1.685 2.954 3.495
H 0.167 3.166 5.143
H 2.360 2.064 4.659
H 2.567 0.710 2.571
S 2.801 0.343 -0.423
C 2.977 -1.196 0.347
C 4.187 -1.888 0.543
C 4.161 -3.138 1.118
C 2.941 -3.699 1.497
C 1.795 -2.953 1.313
N 1.810 -1.732 0.766
H 5.109 -1.415 0.232
H 5.085 -3.683 1.278
H 2.879 -4.684 1.941
H 0.821 -3.310 1.626
C -0.109 3.585 -2.849
Ge -0.805 1.808 -2.398
C -2.741 1.873 -2.675
C -0.014 0.604 -3.722
C -0.204 1.407 -0.587
H -0.419 3.891 -3.852
H 0.982 3.573 -2.809
H -0.469 4.324 -2.129
H -2.954 2.277 -3.667
H -3.199 2.524 -1.926
H -3.192 0.883 -2.587
H -0.044 1.084 -4.704
H -0.527 -0.355 -3.798
H 1.027 0.413 -3.453
H 0.330 2.319 -0.288
*
```

LUMO energy (spin up / spin down) = 0.1040 / 0.1035 Eh
E_HOMO (spin up / spin down) = -3.811 / -3.569 eV
E = -9330.4693 hartree
<S²> = 0.791
Relative energy (zero: lowest compared OMol25 entry of this formula, charge and spin) = 105.9 kJ/mol



[5]
The following is a DFT calculation (ωB97M-V/def2-TZVPD) of a structure of composition C19H22N2O2 in a non-equilibrium geometry.

The geometry in ORCA input format:
```
! RIJCOSX wB97M-V def2-TZVPD def2/J DEFGRID3
* xyz 0 1
C 4.650 0.847 -0.963
C 3.300 0.277 -0.551
C 2.868 0.079 0.732
C 1.855 -0.572 1.022
C 1.117 -0.822 0.053
C 1.377 -0.783 -1.375
C 2.674 -0.320 -1.701
C 2.945 0.068 -3.178
H 4.003 -0.254 -3.285
H 2.894 0.989 -3.451
H 2.229 -0.749 -3.915
N 0.348 -1.003 -2.559
C -0.499 -1.935 -2.075
C -1.998 -1.514 -1.518
N -1.894 0.090 -1.698
C -1.591 0.757 -0.734
O -1.160 1.981 -0.862
C -1.867 0.388 0.688
C -1.392 1.065 1.727
C -1.443 0.551 3.044
C -0.734 1.221 4.142
C -1.341 0.300 5.169
C -2.386 -0.408 4.736
O -2.364 -0.412 3.399
H -3.135 -0.800 5.147
H -1.116 0.600 6.389
H 0.193 1.876 4.300
H -0.630 1.743 1.428
H -2.648 -0.362 0.834
C -1.535 0.252 -2.983
C -0.175 0.014 -3.345
H 0.561 0.988 -3.142
H 0.006 -0.356 -4.331
H -2.092 -0.209 -3.672
H -1.652 1.385 -3.168
H -2.140 -1.766 -0.495
H -2.841 -1.712 -1.972
H -0.913 -2.753 -3.123
H -0.256 -2.895 -1.594
H 0.019 -1.603 0.095
H 1.638 -0.943 2.120
H 3.710 0.127 1.297
H 4.607 1.718 -1.774
H 5.509 0.205 -1.450
H 5.130 1.372 -0.244
*
```

LUMO energy = 0.0103 Eh
E_HOMO = -7.910 eV
E = -996.6838 hartree
Relative energy (zero: lowest compared OMol25 entry of this formula, charge and spin) = 1541.7 kJ/mol